A single C3H5NO2 molecule. Source: the Open Molecules 2025 dataset; level of theory: wB97M-V/def2-TZVPD.

Properties
M   87.078 g/mol
Lowest unoccupied orbital energy   0.867 eV
Energy above the lowest of the compared OMol25 structures with the same formula, charge and spin   1.923 eV
Energy   -8775.772 eV
SMILES string   [H]/N=C/OCC=O

Geometry as ORCA input:
```
! wB97M-V def2-TZVPD RIJCOSX def2/J DEFGRID3
* xyz 0 1
H -2.4092 -0.0034 -1.3489
N -1.5886 -0.2200 -0.7838
C -0.4881 -0.1439 -1.3913
O 0.7000 -0.3965 -0.7766
C 0.9276 0.3669 0.3930
C 0.2653 -0.2384 1.6108
O 0.0968 0.3873 2.6270
H -0.2519 0.1385 -2.4180
H 0.5646 1.3921 0.2563
H 2.0140 0.4068 0.5364
H -0.0330 -1.2992 1.4870
*
```

=====

A single C5H8O3 molecule at a distorted geometry. Source: the Open Molecules 2025 dataset; level of theory: wB97M-V/def2-TZVPD.

Properties
M   116.116 g/mol
Lowest unoccupied orbital energy   0.565 eV
Energy above the lowest of the compared OMol25 structures with the same formula, charge and spin   1.887 eV
Energy   -11455.633 eV
SMILES string   O=CCCCC(=O)O

Geometry as ORCA input:
```
! wB97M-V def2-TZVPD RIJCOSX def2/J DEFGRID3
* xyz 0 1
O 1.5022 -2.6458 -0.6068
C 0.7126 -2.1266 0.1209
C -0.3057 -1.2302 -0.3374
C 0.3387 -0.0766 -1.0928
C 0.4081 1.0947 -0.1854
C -0.7038 1.7316 0.6405
O -1.7367 2.2738 0.3706
O -0.4347 1.4413 1.8976
H 0.9850 -2.3624 1.1885
H -1.0603 -0.9578 0.4469
H -1.0955 -1.7229 -1.0391
H -0.4551 0.2602 -1.8710
H 1.3164 -0.3299 -1.6376
H 0.5003 2.0470 -0.7547
H 1.3076 1.0701 0.4054
H -1.2790 1.5335 2.4542
*
```

=====

9 unconnected molecules or ions with the total composition C30H60BBrFNO16S at a distorted geometry. Source: the Open Molecules 2025 dataset; level of theory: wB97M-V/def2-TZVPD.

Properties
M   832.582 g/mol
Lowest unoccupied orbital energy   -0.921 eV
Energy   -150601.658 eV
SMILES string   CC[C@H](Br)C1=C(CCCS(=O)(=O)O)C(=O)c2c(CCC(N)=O)cc(CB(O)O)c(CCF)c2C1=O.CO.CO.CO.CO.CO.CO.CO.CO

Geometry as ORCA input:
```
! wB97M-V def2-TZVPD RIJCOSX def2/J DEFGRID3
* xyz 0 1
C -4.4128 -1.2842 -2.4617
C -2.8697 -1.3806 -2.8147
C -2.1327 -0.1338 -2.1385
Br -2.1720 1.4960 -3.2780
C -0.7292 -0.4579 -1.5615
C 0.3539 -0.8906 -2.2803
C 0.3175 -1.1348 -3.8160
C 0.5884 0.1572 -4.7051
C -0.3984 0.0567 -5.9552
S -0.6201 1.6552 -6.8287
O -0.6115 1.3691 -8.2721
O 0.4262 2.5977 -6.4815
O -2.1385 2.2523 -6.5328
C 1.7210 -1.2053 -1.5711
O 2.4904 -2.0344 -2.0014
C 2.0128 -0.4194 -0.2547
C 3.4014 -0.1829 0.1710
C 4.6549 -0.6441 -0.6189
C 5.9746 0.1566 -0.2990
C 5.8604 1.7040 -0.4603
N 5.6344 2.3798 -1.7151
O 5.9649 2.3859 0.5499
C 3.5693 0.5208 1.4387
C 2.4296 1.0012 2.2431
C 2.8329 1.7163 3.5805
B 2.5433 0.7780 4.8722
O 1.5826 -0.2543 4.8987
O 3.2950 0.9335 6.0584
C 1.0231 0.7811 1.8204
C -0.1960 1.2725 2.6419
C -0.1064 2.8040 3.0813
F 0.6318 3.5978 2.1846
C 0.8655 0.0496 0.5552
C -0.5343 -0.3179 -0.0128
O -1.5021 -0.5484 0.6897
H -4.9624 -1.9685 -3.1584
H -4.5526 -1.6412 -1.4112
H -4.7165 -0.2143 -2.5901
H -2.4195 -2.2825 -2.3080
H -2.7063 -1.3840 -3.9232
H -2.7790 0.1197 -1.2503
H 1.1656 -1.8445 -4.0394
H -0.5993 -1.6418 -4.1935
H 0.4736 1.1261 -4.1665
H 1.6284 0.1325 -5.1239
H -0.0815 -0.7521 -6.6684
H -1.4196 -0.2195 -5.5626
H -2.7388 1.8759 -7.2114
H 4.8495 -1.7115 -0.3128
H 4.5233 -0.6630 -1.7288
H 6.7980 -0.1916 -0.9913
H 6.3507 -0.0867 0.7335
H 5.3984 3.3428 -1.4426
H 6.5297 2.4618 -2.2108
H 4.6031 0.6941 1.8186
H 3.9561 1.8522 3.5817
H 2.4044 2.7426 3.6859
H 1.6157 -0.8039 4.0963
H 2.9259 0.3677 6.7603
H -1.1810 1.1650 2.1311
H -0.2420 0.6866 3.5923
H -1.1417 3.1969 3.2739
H 0.3947 2.7939 4.0933
C -2.1464 -1.4933 4.8753
O -1.0302 -1.4433 3.9982
H -1.8366 -1.1303 5.8543
H -2.9496 -0.8575 4.4922
H -2.5012 -2.5229 4.9680
H -1.3278 -1.7686 3.1385
C 6.5760 -0.1729 5.8129
O 5.7898 -1.3217 5.5222
H 7.6018 -0.3639 5.5010
H 6.1857 0.6884 5.2655
H 6.5557 0.0271 6.8871
H 4.8892 -1.1273 5.8063
C -5.1072 4.4893 -2.4476
O -5.3660 3.1499 -2.8507
H -5.9148 4.8188 -1.7952
H -4.1608 4.5377 -1.9024
H -5.0642 5.1402 -3.3240
H -4.6413 2.8796 -3.4251
C -3.0907 4.0879 1.1170
O -3.0150 2.6795 1.3031
H -2.6424 4.5782 1.9797
H -2.5431 4.3741 0.2155
H -4.1360 4.3962 1.0298
H -3.4166 2.2681 0.5290
C -6.6688 1.1469 -0.7110
O -6.2420 -0.2026 -0.5469
H -6.1510 1.5761 -1.5647
H -7.7465 1.1766 -0.8912
H -6.4266 1.7252 0.1857
H -6.7148 -0.5583 0.2140
C 4.0192 -3.3505 2.3873
O 3.6464 -3.0314 1.0511
H 4.8896 -2.7546 2.6589
H 3.1966 -3.1176 3.0689
H 4.2719 -4.4113 2.4604
H 2.8763 -3.5679 0.8328
C -4.0717 -3.6211 0.8696
O -2.8836 -3.0405 1.3888
H -3.9732 -4.7052 0.9024
H -4.9302 -3.3190 1.4755
H -4.2194 -3.3041 -0.1658
H -2.9902 -2.0814 1.3501
C 0.1296 -4.3810 -1.9726
O -0.2256 -4.0518 -3.3124
H 0.9986 -3.7928 -1.6895
H -0.7003 -4.1478 -1.2987
H 0.3756 -5.4438 -1.9038
H -0.9955 -4.5849 -3.5395
*
```

=====

A molecular structure, C4H4Cl2O at a distorted geometry. Source: the Open Molecules 2025 dataset; level of theory: wB97M-V/def2-TZVPD.

Properties
M   138.981 g/mol
Lowest unoccupied orbital energy   0.271 eV
Energy above the lowest of the compared OMol25 structures with the same formula, charge and spin   1.725 eV
Energy   -31302.689 eV

Geometry as ORCA input:
```
! wB97M-V def2-TZVPD RIJCOSX def2/J DEFGRID3
* xyz 0 1
C 0.0807 1.4136 -0.5740
C -0.0040 0.1718 -0.1115
C 1.5965 -0.6555 0.7412
C -1.1681 -0.7601 -0.2686
O 1.7388 -1.8055 0.8533
Cl 2.6799 0.5619 1.1541
Cl -2.2019 -0.6682 1.3729
H -0.7062 1.9492 -0.9575
H 0.9722 2.0200 -0.5845
H -1.0942 -1.7928 -0.5436
H -1.8937 -0.4345 -1.0817
*
```

=====

2 unconnected molecules or ions with the total composition C12H19N2S at a distorted geometry. Source: the Open Molecules 2025 dataset; level of theory: wB97M-V/def2-TZVPD.

Properties
M   223.365 g/mol
Lowest unoccupied orbital energy   -4.216 eV
Energy above the lowest of the compared OMol25 structures with the same formula, charge and spin   4.229 eV
Energy   -26557.867 eV

Geometry as ORCA input:
```
! wB97M-V def2-TZVPD RIJCOSX def2/J DEFGRID3
* xyz 1 1
C 2.5049 -1.2183 2.4176
C 2.8192 -0.4466 1.3263
C 2.4392 -2.5687 2.2364
C 2.6627 -2.4171 -0.0037
C 2.8467 -1.0008 0.0546
C 0.1160 2.5013 2.2455
C -1.2696 0.2305 -2.4792
C -3.4724 1.0621 -1.6887
C -1.6658 -0.6837 0.3138
C -0.1391 1.2160 0.2264
C -1.9400 1.1072 -1.5003
C -1.5983 0.7843 0.0075
N 2.4867 -3.1611 1.0562
N 0.0379 2.0148 1.1266
S 3.1359 -0.0337 -1.3398
H 2.5945 -0.7917 3.4311
H 3.0437 0.5989 1.3791
H 2.3827 -3.2454 2.9703
H 2.7930 -2.8223 -0.9960
H 0.2907 1.8682 3.0796
H -0.0549 3.5860 2.4592
H -1.7094 -0.8325 -2.5521
H -1.5379 0.6239 -3.4192
H -0.1087 0.3398 -2.4082
H -3.9285 0.0339 -1.7216
H -3.9675 1.4697 -0.8609
H -3.6840 1.5218 -2.6515
H -2.4245 -1.0163 -0.4917
H -1.9711 -1.0168 1.2613
H -0.6653 -1.0909 0.1866
H 3.1721 -1.0817 -2.1507
H 0.6681 0.9469 -0.5202
H -1.6811 2.0814 -1.5162
H -2.1760 1.4409 0.5223
*
```

=====

no.,Kohn-Sham gap (eV)
1,10.722
2,10.485
3,7.861
4,10.361
5,7.425